No. 1
The following is a quantum chemistry calculation of C24H36Cl2O2P2RuSSbSe4 as an isolated structure in a non-equilibrium geometry, from the OMol25 dataset.

The geometry in XYZ format:
```
73
Properties=species:S:1:pos:R:3
Ru 0.164 -0.865 0.480
Cl -1.264 -0.250 3.844
C 0.371 0.288 4.040
C 0.567 1.437 4.789
C 1.848 1.916 4.990
C 2.926 1.242 4.446
C 2.709 0.102 3.687
Cl 4.120 -0.676 3.030
C 1.432 -0.414 3.433
S 1.136 -1.852 2.461
H -0.294 1.954 5.191
H 2.006 2.822 5.561
H 3.937 1.599 4.588
C -2.306 -2.877 -1.089
P -1.292 -2.591 0.408
C -2.520 -2.853 1.726
C -0.249 -4.121 0.431
C -0.653 -5.363 0.914
C 0.211 -6.448 0.879
C 1.485 -6.307 0.344
C 1.898 -5.072 -0.138
C 1.042 -3.975 -0.089
P 1.514 -2.257 -0.557
C 3.294 -2.139 -0.262
C 1.474 -2.297 -2.382
H -2.795 -3.854 -1.053
H -1.677 -2.813 -1.978
H -3.048 -2.080 -1.143
H -3.100 -3.770 1.595
H -3.195 -1.995 1.696
H -2.001 -2.859 2.684
H -1.643 -5.481 1.337
H -0.106 -7.405 1.278
H 2.165 -7.151 0.324
H 2.903 -4.956 -0.526
H 3.480 -2.313 0.796
H 3.554 -1.101 -0.473
H 3.873 -2.825 -0.886
H 2.102 -3.105 -2.771
H 1.848 -1.338 -2.739
H 0.452 -2.424 -2.735
C 3.310 2.184 0.368
C 1.825 1.818 0.241
C 1.061 2.513 1.369
C 1.316 2.300 -1.119
O 1.768 0.422 0.340
H 3.463 3.268 0.298
H 3.877 1.693 -0.428
H 3.692 1.828 1.328
H 1.173 3.602 1.303
H 1.457 2.180 2.329
H -0.005 2.281 1.325
H 1.380 3.392 -1.200
H 0.280 2.001 -1.273
H 1.927 1.853 -1.911
C 0.180 1.335 -5.292
C -1.126 2.114 -5.448
C -1.508 2.326 -3.993
O -1.179 1.104 -3.352
C -0.068 0.518 -4.012
H 1.009 2.030 -5.139
H 0.423 0.705 -6.150
H -1.885 1.506 -5.948
H -1.008 3.049 -5.999
H -2.560 2.531 -3.813
H -0.929 3.151 -3.556
H -0.315 -0.524 -4.235
H 0.800 0.528 -3.351
Se -2.914 4.525 1.140
Sb -3.706 2.526 -0.118
Se -1.894 0.354 0.124
Se -4.025 4.248 -1.835
Se -5.694 1.439 0.751
```

Results
- HOMO level (alpha / beta) (eV) = -1.53 / -1.53
- spin multiplicity = 2
- gap between HOMO and LUMO (alpha / beta) (eV) = 5.5747 / 5.5680
- E_LUMO (alpha / beta) (eV) = 4.04 / 4.04
- max |F| (eV/A) = 1.70
- energy above the lowest of the compared OMol25 structures with the same formula, charge and spin (eV) = 0.974
- charge = -2

=====

No. 2
The following is a quantum chemistry calculation of C21H30AlBCl4F8MgNO14PS2 as an isolated structure in a non-equilibrium geometry, from the OMol25 dataset.

The geometry in XYZ format:
```
84
Properties=species:S:1:pos:R:3
P 0.066 -1.727 0.274
C 1.576 -2.459 1.190
C 1.224 -3.303 2.508
C 0.170 -2.597 3.489
C 0.503 -1.085 3.853
C 1.932 -0.461 3.754
C 2.261 1.069 4.080
C 1.046 1.959 4.522
C -0.391 1.323 4.669
C -0.699 -0.176 4.346
H 0.086 -0.510 1.060
H -0.717 -2.895 0.569
H 0.888 -1.695 -0.930
H -1.008 -1.185 -0.536
H 2.116 -3.191 0.470
H 2.311 -1.593 1.356
H 2.221 -3.596 2.998
H 0.732 -4.294 2.164
H -0.877 -2.680 3.007
H 0.113 -3.195 4.481
H 2.756 -1.181 3.392
H 3.341 1.441 3.959
H 1.237 3.060 4.732
H -1.264 1.982 5.026
H -1.758 -0.617 4.447
B 2.841 -0.764 -4.404
O 1.894 -1.793 -4.872
C 2.560 -2.580 -5.729
O 2.078 -3.524 -6.296
C 3.941 -2.108 -5.853
O 4.797 -2.597 -6.542
O 4.122 -1.033 -5.074
O 2.352 0.589 -4.727
C 2.233 1.241 -3.578
O 1.849 2.383 -3.468
C 2.627 0.374 -2.472
O 2.617 0.684 -1.308
O 2.991 -0.817 -2.940
Mg 4.398 2.308 3.089
F 2.154 4.442 -3.064
C -4.249 0.341 2.818
C -4.035 1.428 3.856
O -5.230 2.082 4.250
C -6.230 1.271 4.850
C -5.775 0.598 6.133
H -4.779 0.737 1.949
H -3.289 -0.065 2.487
H -4.843 -0.485 3.216
H -3.388 2.199 3.428
H -3.509 1.036 4.737
H -6.602 0.535 4.130
H -7.069 1.932 5.078
H -4.973 -0.123 5.950
H -6.607 0.061 6.598
H -5.394 1.338 6.843
C 7.966 -0.094 -5.396
O 7.576 -0.605 -4.131
H 9.050 0.025 -5.409
H 7.668 -0.793 -6.181
H 7.493 0.878 -5.560
H 6.613 -0.701 -4.147
C -1.496 3.928 -3.150
F -0.868 3.276 -4.149
F -0.550 4.613 -2.473
F -2.280 4.861 -3.736
S -2.438 2.807 -2.056
O -1.432 1.911 -1.506
O -3.411 2.172 -2.925
N -2.993 3.921 -1.070
S -3.904 3.332 0.086
O -3.222 2.541 1.100
O -5.204 2.826 -0.312
C -4.263 4.921 0.910
F -4.888 5.792 0.088
F -3.138 5.547 1.329
F -5.051 4.783 1.994
C 1.724 -6.782 -7.572
Cl 0.400 -6.457 -8.698
Cl 1.093 -7.343 -6.016
Cl 2.843 -7.972 -8.254
H 2.269 -5.854 -7.406
Al 2.824 -0.258 5.827
Cl 1.913 -2.596 6.809
F 0.356 -0.764 -5.964
```

Results
- HOMO level (eV) = -8.79
- gap between HOMO and LUMO (eV) = 1.7098
- E_LUMO (eV) = -7.08
- max |F| (eV/A) = 5.14

=====

No. 3
The following is a quantum chemistry calculation of one molecule with the formula C20H20N2O3, from the OMol25 dataset.

The geometry in XYZ format:
```
45
Properties=species:S:1:pos:R:3
C -1.018 3.857 2.976
C -1.030 4.215 1.492
C -2.397 3.921 0.880
C 0.094 3.493 0.731
N -0.023 2.053 0.762
C 0.593 1.255 1.722
O 1.296 1.661 2.612
C 0.225 -0.135 1.373
C 0.517 -1.338 1.985
C 0.058 -2.500 1.387
C -0.670 -2.471 0.195
N -1.065 -3.677 -0.381
C -1.016 -4.106 -1.684
O -1.415 -5.217 -1.951
C -0.420 -3.182 -2.730
C 0.817 -2.457 -2.276
C 0.999 -1.108 -2.553
C 2.126 -0.444 -2.101
C 3.086 -1.121 -1.370
C 2.926 -2.472 -1.113
C 1.802 -3.136 -1.568
C -1.015 -1.246 -0.387
C -0.547 -0.100 0.210
C -0.682 1.318 -0.209
O -1.204 1.771 -1.196
H -0.032 4.014 3.405
H -1.289 2.814 3.123
H -1.735 4.472 3.516
H -0.824 5.286 1.389
H -2.395 4.123 -0.188
H -3.159 4.538 1.350
H -2.668 2.877 1.026
H 1.060 3.748 1.176
H 0.079 3.797 -0.319
H 1.097 -1.369 2.894
H 0.283 -3.457 1.835
H -1.273 -4.429 0.267
H -0.184 -3.820 -3.588
H -1.183 -2.474 -3.061
H 0.253 -0.566 -3.117
H 2.249 0.607 -2.317
H 3.960 -0.600 -1.007
H 3.679 -3.010 -0.557
H 1.682 -4.192 -1.370
H -1.637 -1.194 -1.264
```

Results
- HOMO level (eV) = -8.96
- gap between HOMO and LUMO (eV) = 8.4587
- structure (SMILES) = CC(C)CN1C(=O)c2ccc(NC(=O)Cc3ccccc3)cc2C1=O
- E_LUMO (eV) = -0.50
- max |F| (eV/A) = 0.73
- energy above the lowest of the compared OMol25 structures with the same formula, charge and spin (eV) = 0.204

=====

No. 4
The following is a quantum chemistry calculation of C23H22N2O5S as an isolated structure in a non-equilibrium geometry, from the OMol25 dataset.

The geometry in XYZ format:
```
53
Properties=species:S:1:pos:R:3
O -0.602 -0.971 1.821
C -0.960 -0.933 0.615
N -2.266 -0.716 0.320
H -2.675 -0.782 -0.639
C -3.413 -0.820 1.215
C -4.667 -1.690 1.178
H -4.382 -2.628 0.767
H -5.065 -1.880 1.959
C -5.677 -0.747 0.247
H -5.279 -0.733 -0.712
H -6.685 -0.998 0.389
C -5.647 0.685 0.926
H -6.084 0.376 1.848
H -5.924 1.480 0.451
C -4.060 0.760 1.193
H -3.639 1.313 0.650
H -3.850 1.149 2.306
H -2.970 -0.895 2.396
C -0.153 -0.915 -0.724
C -0.546 0.150 -1.489
C -0.481 0.066 -3.056
C -0.785 1.423 -3.409
C -0.925 2.413 -2.595
S -0.937 1.754 -0.865
H -1.135 3.505 -3.064
H -0.564 1.519 -4.636
H -0.206 -1.011 -3.520
N 1.200 -0.955 -0.376
C 1.666 -2.379 -0.334
O 1.167 -3.358 -0.777
C 3.161 -2.348 -0.082
C 3.940 -3.572 -0.326
C 5.233 -3.168 0.419
C 5.016 -2.075 0.870
O 3.776 -1.554 0.642
H 5.744 -1.094 1.464
H 6.109 -3.808 0.285
H 3.706 -4.440 -0.424
C 1.862 0.137 -0.145
C 2.592 0.668 -1.088
C 3.478 1.666 -0.920
C 3.073 2.545 0.307
C 2.277 1.983 1.122
C 1.645 0.696 1.034
H 0.945 0.542 1.721
O 2.531 2.877 2.096
C 3.321 3.869 1.741
O 3.888 3.533 0.457
H 4.095 4.167 2.314
H 2.551 4.995 1.708
H 4.070 2.142 -1.916
H 2.842 -0.021 -2.123
H -0.314 -1.920 -1.242
```

Results
- HOMO level (eV) = -8.03
- gap between HOMO and LUMO (eV) = 8.2644
- E_LUMO (eV) = 0.23
- max |F| (eV/A) = 17.03
- energy above the lowest of the compared OMol25 structures with the same formula, charge and spin (eV) = 21.959

=====

No. 5
The following is a quantum chemistry calculation of C40H98Br6Cl2N7O9V as an isolated structure in a non-equilibrium geometry, from the OMol25 dataset.

The geometry in XYZ format:
```
163
Properties=species:S:1:pos:R:3
O 9.158 -0.547 -0.996
V 8.716 -1.962 -0.367
O 8.709 -3.066 -1.611
C 3.042 2.638 0.758
C 2.140 1.409 1.142
C 0.625 1.933 1.097
C 0.002 2.233 -0.231
C 0.113 0.906 -1.002
C 1.588 0.240 -1.119
N 2.212 0.219 0.259
O 3.416 -0.545 0.294
C 2.395 0.989 -2.216
C 1.261 -1.224 -1.592
C 2.479 0.930 2.557
H 3.317 3.392 1.496
H 2.610 3.168 -0.091
H 3.961 2.220 0.346
H 0.558 2.824 1.721
H 0.039 1.258 1.721
H 0.633 2.990 -0.697
H -1.026 2.561 -0.080
H -0.303 1.172 -1.974
H -0.644 0.229 -0.606
H 3.458 0.954 -1.975
H 2.247 2.069 -2.186
H 2.233 0.684 -3.249
H 2.135 -1.761 -1.960
H 0.386 -1.238 -2.241
H 0.863 -1.733 -0.714
H 2.098 1.720 3.205
H 3.542 0.800 2.757
H 1.962 -0.008 2.761
Br 1.821 7.345 8.446
C 3.272 8.297 7.517
C 4.563 7.665 8.083
Br 6.160 8.393 7.034
H 3.214 9.347 7.804
H 3.072 8.260 6.446
H 4.509 6.600 7.860
H 4.763 7.842 9.140
Br -6.142 -2.093 -5.659
C -6.934 -2.530 -3.941
C -7.552 -1.302 -3.276
Br -9.148 -0.606 -4.396
H -6.068 -2.872 -3.374
H -7.580 -3.397 -4.079
H -6.823 -0.535 -3.014
H -7.919 -1.588 -2.291
Br -0.538 3.202 -9.349
C -0.375 4.761 -8.140
C 0.992 5.443 -8.442
Br 1.326 6.826 -7.060
H -0.532 4.436 -7.112
H -1.229 5.421 -8.289
H 0.987 5.905 -9.429
H 1.854 4.779 -8.374
C 1.329 -9.351 -7.061
C 0.228 -8.532 -6.509
C -0.467 -7.872 -7.578
O 0.363 -7.110 -8.493
C 0.807 -5.892 -7.884
N -0.671 -9.366 -5.657
H 1.097 -10.012 -7.896
H 1.646 -9.949 -6.206
H 2.107 -8.725 -7.498
H 0.726 -7.824 -5.846
H -1.248 -7.292 -7.086
H -1.051 -8.586 -8.160
H -0.061 -5.301 -7.591
H 1.369 -5.299 -8.606
H 1.448 -6.064 -7.020
H -0.220 -9.748 -4.838
H -1.059 -10.180 -6.111
C -2.742 10.528 3.753
C -2.129 11.956 3.728
C -2.329 12.627 5.067
O -2.139 14.073 5.057
C -2.427 14.696 6.359
N -0.703 11.870 3.455
H -2.271 9.981 4.570
H -2.636 9.976 2.819
H -3.803 10.491 4.001
H -2.540 12.581 2.936
H -1.703 12.178 5.838
H -3.383 12.520 5.322
H -1.743 14.450 7.171
H -3.389 14.425 6.794
H -2.546 15.758 6.144
H -0.284 12.770 3.271
H -0.600 11.590 2.490
C 8.518 -4.758 6.122
C 8.488 -3.556 5.187
C 9.439 -2.446 5.459
O 9.193 -1.423 4.493
C 9.635 -0.080 4.888
N 8.599 -4.137 3.879
H 9.546 -5.117 6.172
H 7.706 -5.458 5.928
H 8.252 -4.406 7.119
H 7.532 -3.063 5.364
H 10.471 -2.796 5.477
H 9.289 -2.025 6.453
H 10.675 0.159 4.667
H 9.580 0.156 5.950
H 8.989 0.660 4.415
H 7.874 -4.802 3.652
H 9.374 -4.784 3.916
C -5.382 7.498 -4.018
C -6.874 7.421 -4.127
C -7.317 6.175 -5.014
O -6.942 6.426 -6.341
C -7.005 5.114 -6.999
N -7.347 7.246 -2.724
H -5.043 8.002 -4.923
H -4.909 6.549 -3.769
H -5.072 8.208 -3.251
H -7.189 8.404 -4.475
H -8.406 6.151 -5.074
H -7.098 5.258 -4.469
H -6.662 5.234 -8.027
H -8.015 4.741 -7.171
H -6.485 4.283 -6.522
H -8.287 6.877 -2.721
H -7.320 8.091 -2.171
C -4.157 -4.229 3.492
C -3.323 -5.430 3.115
C -3.558 -6.021 1.805
O -4.856 -6.546 1.759
C -5.070 -7.385 0.613
N -1.975 -5.037 3.270
H -4.143 -3.513 2.670
H -3.816 -3.655 4.354
H -5.201 -4.501 3.652
H -3.514 -6.118 3.939
H -2.757 -6.759 1.743
H -3.556 -5.185 1.107
H -6.097 -7.741 0.702
H -4.335 -8.187 0.675
H -4.946 -6.803 -0.301
H -2.018 -4.086 3.608
H -1.571 -4.862 2.361
C 3.881 -9.251 -0.353
C 2.572 -9.186 0.470
C 2.087 -10.528 0.925
O 1.556 -11.388 -0.189
C 1.176 -12.761 0.164
N 2.893 -8.453 1.689
H 3.926 -10.053 -1.089
H 4.709 -9.412 0.338
H 4.048 -8.357 -0.955
H 1.759 -8.644 -0.013
H 1.286 -10.311 1.631
H 2.875 -11.068 1.450
H 0.283 -12.588 0.765
H 1.950 -13.431 0.537
H 0.810 -13.133 -0.793
H 2.040 -8.326 2.215
H 3.080 -7.521 1.347
C -6.465 3.394 5.050
Cl -7.750 2.432 5.800
Cl -4.960 3.099 5.983
H -6.362 2.929 4.070
H -6.904 4.391 5.002
```

Results
- HOMO level (eV) = -5.81
- gap between HOMO and LUMO (eV) = 2.4428
- E_LUMO (eV) = -3.37
- max |F| (eV/A) = 4.76

=====

No. 6
The following is a quantum chemistry calculation of a 2-piece molecular cluster, C3H7ClNS overall in a non-equilibrium geometry, from the OMol25 dataset.

The geometry in XYZ format:
```
13
Properties=species:S:1:pos:R:3
C -1.871 -0.006 -0.158
C 0.360 -0.627 -0.550
C -0.205 1.761 -0.316
N -0.685 0.341 -0.351
S -3.360 -0.204 0.017
Cl -1.456 -1.570 2.446
H -0.947 -2.143 1.378
H 0.847 -0.734 -1.538
H -0.191 -1.587 -0.120
H 1.248 -0.249 -0.048
H -0.966 2.606 -0.414
H 0.463 1.756 -1.196
H 0.525 1.868 0.574
```

Results
- HOMO level (eV) = -14.87
- gap between HOMO and LUMO (eV) = 9.0965
- E_LUMO (eV) = -5.78
- max |F| (eV/A) = 3.17
- energy above the lowest of the compared OMol25 structures with the same formula, charge and spin (eV) = 1.018
- charge = +1

=====

No. 7
The following is a quantum chemistry calculation of C11H19BClKMgN2O11PSi as an isolated structure in a non-equilibrium geometry, from the OMol25 dataset.

The geometry in XYZ format:
```
49
Properties=species:S:1:pos:R:3
C 2.638 -1.094 -2.570
C 1.779 0.277 -2.994
O 0.451 -0.199 -3.388
B -0.636 0.722 -3.038
O -0.549 2.005 -2.323
Si -2.439 0.159 -3.598
O -2.512 -1.593 -3.854
N -3.239 -2.185 -2.857
O -2.991 -3.394 -2.921
P -3.795 0.863 -1.982
O -5.327 0.024 -2.181
Cl -2.852 0.339 -0.135
H 2.215 -2.065 -3.123
H 2.486 -1.204 -1.392
H 3.800 -0.963 -2.733
H 1.815 0.962 -2.047
H 2.407 0.744 -3.895
H 0.013 2.681 -2.803
H -2.719 0.828 -4.884
H -5.441 -0.042 -3.192
C 3.652 -0.651 1.657
O 3.364 0.076 0.714
N 2.853 -1.653 2.166
C 3.266 -2.472 3.287
C 1.560 -1.895 1.562
H 4.612 -0.551 2.189
H 3.289 -3.519 2.971
H 2.543 -2.350 4.099
H 4.258 -2.182 3.644
H 1.702 -2.146 0.506
H 0.959 -0.983 1.630
H 1.044 -2.715 2.070
O -2.395 2.430 -6.192
H -2.838 3.244 -6.473
H -1.791 2.228 -6.923
C -1.910 1.827 5.203
C -2.237 1.089 4.128
C -1.072 0.867 3.169
O -1.127 0.160 2.157
C 0.218 1.546 3.460
C 0.541 2.296 4.528
C -0.593 2.428 5.541
O -0.493 3.009 6.627
O 1.643 2.876 4.776
O -3.362 0.575 3.842
H -2.671 2.030 5.948
H 0.964 1.388 2.690
Mg 2.459 -4.683 4.001
K -3.541 0.867 -7.068
```

Results
- HOMO level (eV) = -8.20
- gap between HOMO and LUMO (eV) = 1.9501
- E_LUMO (eV) = -6.25
- max |F| (eV/A) = 6.08
- energy above the lowest of the compared OMol25 structures with the same formula, charge and spin (eV) = 4.240
- charge = +1

=====

No. 8
The following is a quantum chemistry calculation of a 2-piece molecular cluster, C5H13N2 overall in a non-equilibrium geometry, from the OMol25 dataset.

The geometry in XYZ format:
```
20
Properties=species:S:1:pos:R:3
C 0.587 -0.395 0.890
C -0.095 -0.761 -0.472
C 1.741 0.291 1.132
C -1.027 -1.820 -0.737
C 2.055 0.805 2.427
N -1.319 -2.437 -1.795
N -1.453 1.627 -1.103
H -0.004 -0.638 1.793
H -2.552 1.608 -1.122
H -0.807 0.089 -0.705
H 0.571 -0.738 -1.288
H 2.437 0.616 0.317
H -1.746 -2.222 0.004
H 3.072 0.810 2.485
H 1.578 0.232 3.177
H 1.520 1.753 2.529
H -2.140 -2.964 -1.927
H -0.650 -2.477 -2.559
H -1.235 2.631 -0.696
H -1.073 1.773 -1.982
```

Results
- HOMO level (eV) = -12.51
- gap between HOMO and LUMO (eV) = 8.7046
- E_LUMO (eV) = -3.80
- max |F| (eV/A) = 5.32
- energy above the lowest of the compared OMol25 structures with the same formula, charge and spin (eV) = 3.515
- charge = +1

=====

Listing E for the structures above in their given order: -354534.250, -167902.060, -30189.323, -48241.837, -542899.129, -28063.209, -89337.096, -8367.295 eV.